{
  "formula": "C8H10NO4PS",
  "method": "ωB97M-V/def2-TZVPD",
  "total_charge": 0,
  "multiplicity": 1,
  "lumo_energy_ha": [-0.045, -0.045],
  "homo_energy_ev": [-8.85, -8.85],
  "symbols": ["C", "H", "C", "H", "C", "H", "C", "C", "O", "P", "H", "H", "O", "N", "C", "H", "O", "H", "C", "O", "S", "H", "H", "C", "H"],
  "xyz": [[-3.304496, -0.137884, -0.007127], [4.565317, -0.099835, -0.030821], [2.918686, 0.015924, 1.783040], [3.756217, -0.482494, 2.391267], [-1.210215, -0.817189, -0.912154], [3.507877, -0.358289, -1.533366], [-2.494501, -1.141584, -0.531355], [-1.499691, 1.527525, -0.233152], [1.479054, 0.773966, -2.400892], [2.439827, -1.161860, 0.471476], [-3.610648, 1.807488, 0.732608], [-1.094947, 2.499473, -0.147263], [-5.159889, 0.254384, 1.367597], [-4.628941, -0.410035, 0.494119], [3.916118, -0.843684, -0.598063], [3.437255, 0.994270, 1.277534], [1.384198, 1.875352, -0.127844], [2.079346, 0.199481, 2.516509], [-0.722348, 0.487495, -0.753788], [-5.108761, -1.413813, 0.014224], [1.061791, 0.750224, -1.021552], [-2.663187, -2.105648, -0.875388], [4.355951, -1.766921, -0.795474], [-2.836371, 1.188924, 0.155279], [-0.567638, -1.635270, -1.235413]],
  "forces_ev_per_angstrom": [[1.8, 2.0, 0.2], [-0.5, -1.2, -1.1], [1.2, 1.5, 0.4], [-1.0, 0.5, -0.9], [0.7, 1.0, 0.5], [0.8, -0.6, 0.7], [0.7, 1.6, -0.7], [-1.8, -1.9, -0.1], [-0.3, 0.0, -0.4], [-0.6, 1.4, -1.2], [1.7, -0.3, -1.2], [0.3, 0.8, 0.3], [0.6, 0.3, -0.5], [-0.7, -1.2, 0.3], [-1.2, 2.7, 0.5], [-1.7, -2.1, 1.5], [-0.4, -0.2, -1.1], [1.0, 0.2, -1.0], [0.1, -0.2, -0.2], [-0.7, -0.4, -0.1], [1.3, -0.7, 3.5], [-1.7, -1.7, 0.4], [1.1, -1.3, -0.6], [-0.4, -0.5, 0.7], [0.0, 0.4, -0.2]],
  "mulliken_charge": [0.1138, 0.2550, -0.9402, 0.3802, -0.3459, 0.2592, -0.4718, -0.7304, -0.5939, 0.2247, 0.3381, 0.5210, -0.5697, 0.8959, -0.8342, 0.2621, -0.6202, 0.3228, 0.3289, -0.5568, 0.9686, 0.4521, 0.4015, -0.4133, 0.3526]
}